Version P
Density functional theory data (ωB97M-V/def2-TZVPD) for an isolated molecule of C3H7N5O.

Geometry as XYZ:
```
16
Properties=species:S:1:pos:R:3:nbo_charge:R:1
H 3.2743 1.1398 -0.9057 0.330
N 3.0116 0.3161 -0.3706 -0.696
C 1.8315 0.4234 0.1126 0.376
N 0.9458 1.4490 0.0398 -0.824
C 1.2900 -0.7789 0.8186 0.055
N 0.2751 -1.4806 0.4724 -0.100
O -0.2405 -1.0381 -0.7673 -0.397
C -1.4942 -0.5340 -0.6568 0.343
N -1.7950 0.2830 0.2707 -0.332
N -3.1104 0.8124 0.2036 -0.647
H 1.1694 2.3592 -0.4315 0.398
H 0.0025 1.2983 0.3172 0.420
H 1.7657 -1.1106 1.7259 0.217
H -2.1283 -0.7995 -1.4967 0.157
H -3.8056 0.1856 -0.2172 0.339
H -3.4092 0.9087 1.1889 0.361
```

Orbital gap in Ha: 0.372
HOMO in eV: -9.189
Total charge: 0

Version Q
Density functional theory data (ωB97M-V/def2-TZVPD) for a structure of composition C3H7N5O.

Geometry as XYZ:
```
16
Properties=species:S:1:pos:R:3:nbo_charge:R:1
C 2.0657 0.0566 0.5682 -0.174
C 0.6308 0.3872 0.1320 -0.240
C -1.4122 -0.4188 0.2806 0.495
H 1.5057 -1.6116 -0.4168 0.365
H 2.5173 -0.3658 -1.0187 0.358
H 2.5830 1.1501 -0.0764 0.146
H 2.1887 0.0064 1.7126 0.212
H 0.4671 1.5797 0.2353 0.178
H 0.7451 0.5348 -1.1073 0.169
H -1.8962 1.4187 -0.6669 0.398
N 2.3952 -1.0287 -0.2714 -0.839
N -0.2682 -0.5149 0.2200 -0.475
N -2.4186 -1.4476 0.2287 -0.179
N -3.5204 -0.9823 0.0981 0.198
N -2.0670 0.8066 0.1462 -0.373
O -3.5161 0.4296 -0.0641 -0.238
```

Orbital gap in Ha: 0.341
HOMO in eV: -9.373
Total charge: 0

Which of them is most stable, and which least? Most stable: version P; least stable: version Q.

Version P
Density functional theory data (ωB97M-V/def2-TZVPD) for an isolated molecule of C4H4N4OS.

Geometry as XYZ:
```
14
Properties=species:S:1:pos:R:3:nbo_charge:R:1
C 0.9020 1.1105 -0.2380 -0.032
C 2.5989 -0.3730 0.0113 0.156
C -0.0338 0.0539 -0.2166 0.016
C 0.4738 -1.2180 -0.1897 0.319
N 2.1739 0.8419 -0.0723 -0.381
N 1.7740 -1.4810 -0.1604 0.035
N -1.3824 0.3642 -0.2181 -0.782
N -2.6475 -1.6504 0.7024 -0.906
O 2.2947 -2.6131 -0.2169 -0.495
S -2.7344 -0.6230 -0.4540 0.871
H 0.6052 2.1359 -0.3877 0.201
H 3.6357 -0.5800 0.2129 0.214
H -1.5676 1.3555 -0.2795 0.407
H -3.0567 -2.5528 0.5173 0.377
```

Orbital gap (spin up / spin down) in Ha: 0.285 / 0.239
HOMO (spin up / spin down) in eV: -8.661 / -8.337
Total charge: 0

Version Q
Density functional theory data (ωB97M-V/def2-TZVPD) for an isolated molecule of C4H4N4OS.

Geometry as XYZ:
```
14
Properties=species:S:1:pos:R:3:nbo_charge:R:1
C -1.9407 -1.2999 0.4110 -0.042
C 0.0151 1.8077 0.3329 -0.011
C -0.3895 0.5595 -0.1792 -0.482
C 0.7821 -0.1831 -0.2876 0.354
N -1.7965 -2.2194 1.0784 -0.289
N 1.3089 1.8366 0.5298 -0.266
N 1.7667 0.6281 0.1576 -0.352
N 1.0060 -1.4387 -0.7880 -0.799
O -2.9581 1.0616 -0.0921 -0.910
S -2.0499 0.0997 -0.6964 1.363
H -0.6070 2.6493 0.5573 0.230
H 2.7535 0.4314 0.2100 0.410
H 0.2258 -2.0744 -0.7131 0.404
H 1.8835 -1.8586 -0.5205 0.390
```

Orbital gap in Ha: 0.341
HOMO in eV: -8.986
Total charge: 0

Which of them is most stable, and which least? Most stable: version Q; least stable: version P.

Version P
Density functional theory data (ωB97M-V/def2-TZVPD) for a cluster of 2 separate species, C7H15N4O2 in total.

Geometry as XYZ:
```
28
Properties=species:S:1:pos:R:3:nbo_charge:R:1
C 1.3847 1.4135 0.6275 0.662
C 1.6318 -0.7612 -0.6172 0.598
C 1.3011 -0.1085 0.5701 -0.177
C -1.0230 -0.1774 0.4427 0.374
C -1.7565 0.1060 -0.6344 -0.032
C -1.3672 0.5690 -1.9997 -0.651
C -3.2445 0.0169 -0.5087 -0.612
N 1.7704 1.7469 1.8494 -0.812
N 1.6757 -0.2725 -1.8337 -0.738
N 1.4526 -0.8836 1.8167 -0.855
N -1.1235 -0.7255 1.6292 -0.720
O 1.2755 2.1541 -0.3317 -0.626
O 1.8561 -2.0843 -0.6570 -0.615
H -2.2977 0.5200 -2.5415 0.233
H -0.7414 -0.0254 -2.6018 0.233
H -1.0263 1.7028 -1.9661 0.271
H -3.6956 0.8166 -1.0792 0.240
H -3.6723 -0.0088 0.4702 0.239
H -3.4902 -1.0316 -1.0140 0.239
H 2.0650 1.2465 2.7100 0.426
H 1.8977 2.6992 1.9527 0.406
H 1.5266 0.6904 -1.8341 0.430
H 1.7384 -0.7463 -2.6872 0.429
H -0.7363 -0.1274 2.3493 0.426
H 2.3929 -0.7294 2.1698 0.382
H 1.8431 -2.3754 0.2214 0.476
H 1.4070 -1.9029 1.8234 0.369
H -1.0439 -1.7216 1.6740 0.405
```

Orbital gap in Ha: 0.320
HOMO in eV: -12.381
Total charge: +1

Version Q
Density functional theory data (ωB97M-V/def2-TZVPD) for the ion C7H15N4O2 with charge +1.

Geometry as XYZ:
```
28
Properties=species:S:1:pos:R:3:nbo_charge:R:1
C 2.0847 -2.1417 0.2617 -0.347
C 1.7517 -0.8965 0.1481 0.233
N 3.0385 0.1116 0.0958 0.300
O 4.0229 -0.2009 0.7415 -0.363
N 2.7038 1.0496 -0.6893 -0.038
O 3.8432 1.8610 -0.7288 -0.522
N 0.5711 -0.2054 0.0198 -0.449
C -0.2164 -0.5997 -1.2450 -0.205
C -1.5106 0.2587 -1.1953 -0.227
N -2.2423 0.3798 0.0476 -0.448
C -3.6333 0.5854 0.1409 -0.370
C -1.3569 0.6757 1.2079 -0.244
C -0.2561 -0.3579 1.3234 -0.191
H 1.4472 -2.9196 0.2455 0.229
H 3.1677 -2.2570 0.5156 0.287
H 3.7562 2.4611 -1.4770 0.496
H 0.7347 0.8470 0.0314 0.482
H -0.4261 -1.6557 -1.2313 0.223
H 0.4096 -0.4226 -2.1066 0.249
H -0.9718 1.2897 -1.6366 0.151
H -2.2490 -0.0546 -2.0032 0.253
H -3.9744 1.5633 0.0423 0.196
H -3.9595 -0.1931 -0.4937 0.215
H -3.6789 0.2800 1.2612 0.197
H -1.9706 0.5968 2.0902 0.242
H -0.8331 1.6195 1.2316 0.186
H 0.3301 -0.3252 2.2104 0.249
H -0.5824 -1.3495 1.1917 0.215
```

Orbital gap in Ha: 0.333
HOMO in eV: -12.356
Total charge: +1

Which of them is most stable, and which least? Most stable: version P; least stable: version Q.

Version P
Density functional theory data (ωB97M-V/def2-TZVPD) for a cluster of 2 separate species, C4H8N2 in total.

Geometry as XYZ:
```
14
Properties=species:S:1:pos:R:3:nbo_charge:R:1
C -2.3876 0.7582 0.1778 0.485
C 1.1716 0.2478 0.0243 0.691
C 2.1049 1.2966 0.1618 -0.758
C -0.0939 -1.8441 -0.4108 -0.469
N -3.5116 0.7692 0.3242 -0.336
N 0.4503 -0.5839 -0.3051 -0.268
H -1.3851 0.4229 0.2698 0.268
H 1.5588 2.0696 0.7081 0.306
H 2.2880 1.5474 -0.8712 0.320
H 3.0896 1.0216 0.6325 0.351
H -0.5761 -2.0855 -1.4440 0.299
H -0.9047 -1.7878 0.2809 0.231
H 0.7576 -2.5471 -0.0615 0.308
H -4.5651 1.0717 0.4242 0.572
```

Orbital gap in Ha: 0.430
HOMO in eV: -21.072
Total charge: +2

Version Q
Density functional theory data (ωB97M-V/def2-TZVPD) for a structure of composition C4H8N2.

Geometry as XYZ:
```
14
Properties=species:S:1:pos:R:3:nbo_charge:R:1
C 0.5776 -0.1738 -0.0266 0.671
C -0.8532 1.8368 -0.1616 0.268
C 0.0212 -1.4993 -0.0907 -0.515
C -1.3795 -0.7374 0.0862 -0.166
N -0.5846 0.5942 0.1070 -0.353
N 2.0321 0.2762 0.1397 -0.629
H -1.8284 2.1708 0.1121 0.291
H 0.1461 2.2739 -0.5546 0.273
H 0.2405 -2.0736 -1.0124 0.344
H 0.2251 -2.0649 0.7219 0.314
H -2.1103 -0.6908 -0.8003 0.296
H -1.7782 -0.8501 1.0772 0.275
H 2.9072 -0.2669 0.1338 0.484
H 2.3843 1.2051 0.2685 0.449
```

Orbital gap in Ha: 0.343
HOMO in eV: -21.648
Total charge: +2

Which of them is most stable, and which least? Most stable: version P; least stable: version Q.

Version P
Density functional theory data (ωB97M-V/def2-TZVPD) for an isolated molecule of C5H4N2O.

Geometry as XYZ:
```
12
Properties=species:S:1:pos:R:3:nbo_charge:R:1
N -2.4925 1.1326 -1.0731 -0.281
C -2.1786 0.3362 -0.3120 0.237
C -1.4712 -0.3220 0.7861 -0.283
C -0.1792 -0.3955 0.8334 -0.136
C 0.6828 -0.2349 -0.4066 -0.047
O 1.2623 -1.3684 -0.9620 -0.649
C 1.6382 0.7837 0.0729 0.211
N 2.2896 1.8123 0.1390 -0.280
H -2.0937 -0.4318 1.7009 0.250
H 0.2114 -0.9315 1.8557 0.250
H 0.1537 0.4663 -1.1690 0.235
H 2.1773 -0.8471 -1.4654 0.493
```

Orbital gap in Ha: 0.396
HOMO in eV: -11.124
Total charge: 0

Version Q
Density functional theory data (ωB97M-V/def2-TZVPD) for an isolated molecule of C5H4N2O.

Geometry as XYZ:
```
12
Properties=species:S:1:pos:R:3:nbo_charge:R:1
H -1.2177 -3.4868 0.4402 0.375
N -1.1756 -2.6684 -0.3019 -0.551
C -0.3381 -1.5955 -0.1522 0.349
C 0.2591 -1.1154 1.1335 -0.274
C 0.4630 0.2025 0.9710 -0.184
C -0.0646 0.7667 -0.3683 0.120
C 0.2854 2.0593 -0.7108 0.312
O 0.7203 2.7428 0.2340 -0.468
N -0.2074 -0.4548 -1.0628 -0.315
H 0.2510 -1.7928 1.9427 0.228
H 0.8698 0.6618 1.7781 0.220
H 0.3867 2.6320 -1.7204 0.187
```

Orbital gap in Ha: 0.284
HOMO in eV: -9.909
Total charge: 0

Which of them is most stable, and which least? Most stable: version P; least stable: version Q.

Version P
Density functional theory data (ωB97M-V/def2-TZVPD) for an isolated molecule of C5H4N2O.

Geometry as XYZ:
```
12
Properties=species:S:1:pos:R:3:nbo_charge:R:1
C 0.2530 1.1364 0.3106 -0.041
C 2.3653 0.0674 0.4606 0.560
C -1.1720 1.1215 -0.0287 -0.232
C -1.7930 -0.0659 -0.4159 -0.217
C -0.8871 -1.1435 -0.3894 0.007
N 0.9375 0.0054 0.2326 -0.279
N 0.3644 -1.2011 0.0997 -0.183
O 3.0178 -0.9149 0.3646 -0.469
H 2.6295 1.0668 0.9372 0.168
H -1.6600 2.1980 -0.0360 0.235
H -2.8560 -0.1567 -0.8345 0.245
H -1.1993 -2.1133 -0.7009 0.206
```

Orbital gap in Ha: 0.276
HOMO in eV: -8.412
Total charge: 0

Version Q
Density functional theory data (ωB97M-V/def2-TZVPD) for an isolated molecule of C5H4N2O.

Geometry as XYZ:
```
12
Properties=species:S:1:pos:R:3:nbo_charge:R:1
H 0.4543 -3.0140 -0.0347 0.342
N 0.3887 -2.5325 -0.9912 -0.489
C 0.4931 -1.3070 -0.4691 0.211
N 0.8251 -1.2388 0.8736 -0.405
C 0.5019 0.0040 1.1593 0.115
C 0.0121 0.8391 0.1009 -0.226
C -0.8471 1.9057 0.1771 -0.208
C 0.0616 -0.0708 -1.0981 0.482
O -0.3200 -0.0148 -2.2045 -0.434
H 0.6853 0.4902 2.1961 0.204
H -1.1507 2.5116 0.9714 0.203
H -1.1042 2.4273 -0.6809 0.204
```

Orbital gap in Ha: 0.326
HOMO in eV: -10.009
Total charge: 0

Version R
Density functional theory data (ωB97M-V/def2-TZVPD) for an isolated molecule of C5H4N2O.

Geometry as XYZ:
```
12
Properties=species:S:1:pos:R:3:nbo_charge:R:1
O 2.5339 0.0282 -0.4520 -0.523
C 1.2896 0.1309 -0.0415 0.487
C 0.6505 -1.2264 0.4192 -0.238
C -0.6573 -1.4217 0.2109 -0.107
N -1.8231 -0.7475 -0.3791 -0.088
N -1.8471 0.4788 -0.3419 -0.129
C -0.8418 1.4451 0.2110 -0.022
C 0.4211 1.3400 0.1865 -0.329
H 1.3630 -2.0632 0.8419 0.257
H -0.7617 -2.4502 0.3755 0.206
H -1.2596 2.3208 1.0307 0.241
H 0.9056 2.2401 0.4983 0.246
```

Orbital gap in Ha: 0.328
HOMO in eV: -9.627
Total charge: 0

Which of them is most stable, and which least? Most stable: version Q; least stable: version R.

Version P
Density functional theory data (ωB97M-V/def2-TZVPD) for an isolated molecule of C5H8S3.

Geometry as XYZ:
```
16
Properties=species:S:1:pos:R:3:nbo_charge:R:1
C 2.7472 -0.4585 1.1423 -0.632
C 1.9771 -0.1456 -0.1485 -0.433
S 1.1914 1.5623 -0.1222 0.228
C -0.4002 0.7921 0.1380 -0.398
C -1.7371 0.4683 -0.4843 -0.314
S -3.0645 -0.1451 0.5392 0.032
C -0.5043 -0.2628 -0.9362 -0.406
S 0.6940 -1.4925 -0.4664 0.229
H 3.1684 -1.4518 1.0944 0.216
H 3.5345 0.2499 1.2880 0.219
H 2.0692 -0.4116 1.9901 0.214
H 2.6616 -0.1401 -1.0114 0.221
H -0.3752 0.3502 1.1347 0.216
H -2.1504 1.0972 -1.2864 0.254
H -2.3290 -1.0392 1.2238 0.128
H -0.2078 0.1882 -1.9101 0.227
```

Orbital gap in Ha: 0.342
HOMO in eV: -8.616
Total charge: 0

Version Q
Density functional theory data (ωB97M-V/def2-TZVPD) for an isolated molecule of C5H8S3.

Geometry as XYZ:
```
16
Properties=species:S:1:pos:R:3:nbo_charge:R:1
S 2.6446 0.4383 0.4065 0.005
C 1.0407 0.3039 0.1198 -0.554
S -0.0417 0.5985 1.4663 0.346
C -1.7074 0.7647 0.7577 -0.551
C -2.4247 -0.5597 0.5246 -0.409
C -1.6318 -1.5157 -0.3732 -0.423
C -1.1003 -0.8119 -1.6160 -0.552
S 0.5672 -0.0667 -1.5257 0.340
H -2.2460 1.3857 1.4865 0.242
H -1.6434 1.3377 -0.1617 0.224
H -3.3931 -0.3393 0.0519 0.208
H -2.6144 -1.0383 1.4947 0.217
H -2.2870 -2.3699 -0.6692 0.224
H -0.8017 -1.9619 0.1969 0.223
H -1.8262 -0.0528 -1.9872 0.216
H -0.9695 -1.5710 -2.4421 0.244
```

Orbital gap in Ha: 0.308
HOMO in eV: -8.460
Total charge: 0

Which of them is most stable, and which least? Most stable: version Q; least stable: version P.

Version P
Density functional theory data (ωB97M-V/def2-TZVPD) for a cluster of 4 separate species, C6H21NO3 in total.

Geometry as XYZ:
```
31
Properties=species:S:1:pos:R:3:nbo_charge:R:1
C -0.7291 2.4807 1.0967 -0.617
C -0.3227 1.0090 1.1215 -0.213
N -0.2215 0.4261 -0.2455 -0.482
C 1.0963 -0.2343 -0.4175 -0.231
C 2.2448 0.7859 -0.6234 -0.630
C -1.2898 -0.5333 -0.5298 -0.230
C -1.5769 -0.8268 -2.0029 -0.624
H -0.0110 3.0501 0.5177 0.219
H -0.8519 2.8533 2.1089 0.214
H -1.6761 2.5043 0.5490 0.197
H 0.6767 0.8811 1.5487 0.196
H -0.9760 0.3786 1.7314 0.177
H 1.0003 -0.8180 -1.3324 0.185
H 1.4092 -0.8489 0.4293 0.195
H 1.9354 1.7048 -1.1279 0.218
H 2.9509 0.2530 -1.2626 0.214
H 2.7489 1.1471 0.2668 0.211
H -2.1804 -0.2340 0.0325 0.196
H -1.0859 -1.4997 -0.0555 0.179
H -1.8702 -1.8671 -2.1563 0.208
H -0.6820 -0.7093 -2.6127 0.214
H -2.4333 -0.2299 -2.3144 0.217
O 0.8998 -1.9565 2.8717 -0.973
H 0.1811 -1.4419 3.2959 0.464
H 0.5195 -2.3673 2.0858 0.488
O 0.0891 -3.2542 0.6079 -0.953
H 0.4328 -4.1555 0.8058 0.492
H 0.4976 -2.9607 -0.1989 0.487
O -0.2335 2.7260 -2.2297 -0.964
H 0.0146 2.0049 -1.5966 0.487
H -1.0571 3.0143 -1.8230 0.458
```

Orbital gap in Ha: 0.342
HOMO in eV: -8.895
Total charge: 0

Version Q
Density functional theory data (ωB97M-V/def2-TZVPD) for a cluster of 4 separate species, C6H21NO3 in total.

Geometry as XYZ:
```
31
Properties=species:S:1:pos:R:3:nbo_charge:R:1
C -1.1961 2.4323 1.3680 -0.617
C -0.2691 1.1926 1.2658 -0.232
N -0.4193 0.5026 -0.1164 -0.474
C 0.8700 -0.2893 -0.3019 -0.240
C 1.9126 0.6392 -0.8499 -0.635
C -1.5659 -0.4338 -0.0272 -0.245
C -1.9394 -0.6474 -1.4835 -0.636
H -0.9817 3.1118 0.5783 0.210
H -1.2165 2.7810 2.3175 0.209
H -2.2449 2.2496 1.0474 0.207
H 0.7148 1.3180 1.6869 0.208
H -0.6688 0.4070 1.8804 0.176
H 0.6708 -1.0691 -1.1373 0.165
H 1.1474 -0.7017 0.6739 0.224
H 1.7045 1.2098 -1.7663 0.222
H 2.8941 0.1418 -1.0453 0.216
H 2.0960 1.4844 -0.1845 0.207
H -2.4622 0.1228 0.4666 0.195
H -1.4223 -1.2972 0.6082 0.201
H -2.9488 -0.3659 -1.6199 0.219
H -1.8199 -1.7034 -1.8714 0.200
H -1.4690 0.0814 -2.1701 0.228
O 2.2342 -2.1469 2.0941 -0.959
H 2.9770 -2.7593 2.2904 0.466
H 1.6033 -2.6864 1.7009 0.484
O 0.4574 -3.2005 0.4466 -0.967
H 0.7853 -2.5910 -0.4045 0.489
H 0.1595 -3.9508 -0.1134 0.481
O -0.5599 2.6199 -2.3249 -0.933
H -0.5342 1.9186 -1.8002 0.472
H 0.0256 3.2376 -1.8760 0.458
```

Orbital gap in Ha: 0.346
HOMO in eV: -9.027
Total charge: 0

Version R
Density functional theory data (ωB97M-V/def2-TZVPD) for a cluster of 4 separate species, C6H21NO3 in total.

Geometry as XYZ:
```
31
Properties=species:S:1:pos:R:3:nbo_charge:R:1
C -1.9401 -2.5319 -1.2675 -0.614
C -0.6451 -2.2750 -0.4671 -0.403
C 0.1409 -1.0746 -0.9827 -0.222
N 1.0457 -0.5725 0.0528 -0.657
C 2.0572 0.4045 -0.3636 -0.219
C 1.5610 1.8627 -0.3582 -0.413
C 2.0206 2.6891 0.8220 -0.608
H -1.8088 -3.4222 -1.8853 0.206
H -2.7646 -2.6236 -0.5887 0.214
H -2.2276 -1.7418 -1.9627 0.219
H -0.8645 -2.0890 0.5810 0.195
H -0.0203 -3.1785 -0.4647 0.195
H -0.5760 -0.2847 -1.1944 0.193
H 0.6813 -1.2689 -1.8952 0.172
H 1.4693 -1.3138 0.5954 0.362
H 2.5696 0.2097 -1.3151 0.174
H 2.8180 0.3098 0.4044 0.192
H 1.7626 2.2734 -1.3563 0.204
H 0.4644 1.8421 -0.3498 0.185
H 3.1059 2.7803 0.8258 0.205
H 1.6753 2.2158 1.7469 0.206
H 1.5942 3.6924 0.8768 0.216
O -0.6332 -1.1386 3.5297 -0.951
H -1.3128 -1.6516 3.0935 0.476
H 0.2112 -1.2285 3.0670 0.476
O -2.1651 1.8211 -1.8585 -0.954
H -2.4358 1.6560 -0.9391 0.494
H -1.2215 2.0080 -1.7950 0.459
O -1.7733 0.8342 0.8893 -0.986
H -1.9706 1.1117 1.7858 0.487
H -0.8182 0.6844 0.7737 0.496
```

Orbital gap in Ha: 0.362
HOMO in eV: -9.278
Total charge: 0

Which of them is most stable, and which least? Most stable: version R; least stable: version Q.